# 1
The following is a DFT calculation (the ωB97M-V functional and the def2-TZVPD basis) of a cluster of 11 separate species, C34H68Br10O12S6 in total.

Atoms and positions in Å:
O -1.916931 34.363410 -2.944566
S -0.578375 34.707413 -3.436124
O 0.632389 34.391898 -2.684186
C -0.376827 34.240475 -5.248559
C -0.554651 35.528294 -6.054017
C 0.115721 36.614611 -5.229012
C -0.552754 36.484342 -3.867080
H -1.100966 33.441870 -5.409682
H 0.618125 33.821901 -5.400059
H -0.032797 35.542831 -7.010870
H -1.576273 35.789884 -6.329631
H -0.026007 37.627445 -5.606092
H 1.199408 36.542740 -5.321524
H -1.555724 36.908034 -3.918461
H -0.018727 37.050863 -3.104212
O -7.032957 36.603150 -7.763655
S -6.782129 36.604982 -6.321458
O -7.851123 37.006683 -5.436492
C -5.863275 35.096392 -5.793929
C -4.553103 35.545806 -5.088714
C -4.072090 36.737260 -5.982276
C -5.262204 37.694787 -6.052757
H -5.584130 34.548810 -6.694118
H -6.532377 34.531149 -5.145154
H -4.571405 35.819004 -4.033661
H -3.913883 34.664141 -5.135179
H -3.826142 36.384646 -6.983922
H -3.169963 37.161069 -5.541086
H -5.315181 38.609835 -6.642645
H -5.373019 38.133558 -5.061144
O 2.550391 41.635012 -12.965305
S 3.534075 40.536483 -13.180192
O 4.382839 40.133913 -12.106798
C 2.831060 39.062628 -14.122754
C 3.893525 38.689216 -15.221600
C 4.366093 40.047874 -15.802737
C 4.723990 41.040781 -14.631514
H 1.973840 39.484242 -14.647667
H 2.597689 38.264279 -13.418288
H 4.756490 38.246411 -14.724291
H 3.397965 38.019266 -15.924223
H 3.711804 40.580036 -16.493247
H 5.245997 39.909481 -16.431005
H 4.590807 42.088654 -14.900449
H 5.720912 40.814536 -14.253279
O -1.822513 40.293606 -11.940262
S -1.593620 41.022172 -13.201931
O -1.177486 40.411913 -14.428816
C -3.161556 41.799908 -13.599122
C -2.822411 43.168164 -14.090632
C -1.608190 43.693177 -13.258405
C -0.645026 42.572961 -12.803098
H -3.700796 42.073280 -12.692164
H -3.679826 41.214516 -14.358603
H -2.423206 43.003683 -15.091476
H -3.704363 43.808545 -14.076797
H -1.995622 44.118182 -12.332463
H -1.099019 44.521077 -13.751807
H -0.485489 42.596272 -11.725090
H 0.276949 42.480961 -13.377202
O 0.735402 38.389962 -8.888548
S 1.755564 38.975367 -9.662952
O 2.251086 38.264587 -10.801437
C 1.144905 40.679720 -10.064495
C 2.271547 41.682307 -9.586442
C 2.761927 41.040639 -8.226266
C 3.211725 39.609486 -8.629506
H 0.185482 40.773540 -9.555771
H 0.951198 40.745126 -11.135143
H 3.037195 41.746613 -10.359586
H 1.992394 42.704226 -9.329832
H 1.995960 41.100114 -7.453052
H 3.591707 41.627004 -7.831628
H 3.616522 38.893551 -7.914185
H 4.077416 39.678741 -9.288213
O -4.760887 41.128894 -10.316822
S -5.047098 39.686459 -10.401231
O -4.425368 38.709580 -9.552297
C -6.866832 39.361543 -10.318045
C -7.367090 38.915549 -11.747961
C -6.064831 38.216990 -12.423342
C -4.933663 39.188464 -12.262274
H -7.425953 40.226026 -9.960069
H -7.035507 38.501653 -9.669789
H -8.232745 38.253869 -11.717481
H -7.637825 39.791014 -12.338179
H -6.224457 38.054463 -13.489276
H -5.826525 37.240077 -12.002686
H -5.142738 40.083232 -12.848603
H -3.893172 38.890399 -12.391295
Br -1.478538 33.399103 -13.105892
C -2.104745 34.115538 -14.872701
C -3.420638 33.505788 -15.193831
Br -3.897507 34.073414 -16.998731
H -1.305871 33.982448 -15.602209
H -2.204139 35.196717 -14.776423
H -4.173499 33.890435 -14.505829
H -3.374569 32.419355 -15.118694
Br 1.656392 31.136289 -13.229911
C 1.965551 32.459970 -14.641866
C 2.477220 33.755740 -13.986433
Br 2.957889 35.083714 -15.414486
H 1.015834 32.747204 -15.093118
H 2.632592 32.070503 -15.410938
H 3.296584 33.556856 -13.295646
H 1.636287 34.169590 -13.429966
Br 0.023748 32.437417 -8.130388
C -1.050053 31.068749 -9.140520
C -2.372025 31.763765 -9.602756
Br -3.317186 32.420449 -7.995233
H -1.105335 30.201133 -8.483028
H -0.446539 30.868110 -10.025729
H -2.980848 31.035500 -10.138527
H -2.170614 32.643341 -10.214208
Br 3.479190 36.423629 -6.811385
C 2.985673 35.824411 -8.638002
C 3.166630 34.298407 -8.761752
Br 2.452079 33.719721 -10.530909
H 3.707052 36.350967 -9.262850
H 1.980481 36.169105 -8.880657
H 2.675486 33.724491 -7.975941
H 4.211028 33.986439 -8.759403
Br -2.421997 35.708064 -9.040107
C -0.922868 35.755208 -10.327251
C -1.015432 36.884027 -11.341496
Br 0.293115 36.771095 -12.818130
H -0.773790 34.787913 -10.807036
H 0.017208 35.768986 -9.775737
H -0.783422 37.780737 -10.766877
H -2.047287 36.940059 -11.688257

Forces on atoms 1 to 6 (eV/Å):
O 1.469 0.013 -0.467
S -0.032 1.057 -0.952
O -1.188 -0.030 -0.541
C -0.433 -0.406 0.599
C 0.524 0.339 -0.547
C -0.507 0.432 0.062

As for the spin multiplicity: 1. The net charge is 0. The calculation puts the HOMO-LUMO gap at 9.76 eV. The calculation puts the energy above the lowest of the compared OMol25 structures with the same formula, charge and spin at 2.136 eV.


# 2
The following is a DFT calculation (the ωB97M-V functional and the def2-TZVPD basis) of a cluster of 6 separate species, C34H68BrClNO17 in total.

Atoms and positions in Å:
C 1.699692 -4.747415 1.875741
C 1.135565 -4.026699 0.639933
C -0.033461 -3.127116 0.987124
O 0.315637 -2.242147 2.061008
C 0.283545 -0.872307 1.788669
C 1.161959 -0.406803 0.595727
C 2.351205 0.412712 1.126679
C 3.342981 -0.451942 1.908646
C 4.703374 0.219913 2.096967
Cl 4.887187 0.923891 3.724952
C 0.409446 0.359099 -0.517714
C -0.706060 1.309350 -0.059786
Br -0.316442 3.171451 -0.333669
N -0.996947 1.116078 1.391953
C -1.157449 -0.355605 1.705715
C -1.923298 -0.510703 3.008661
C -3.435414 -0.431911 2.790388
C -3.990363 -1.724056 2.182002
O -4.999458 -1.399427 1.240485
H 0.994523 -4.716073 2.709038
H 2.616719 -4.276716 2.226998
H 1.911474 -5.794956 1.666142
H 0.824512 -4.743837 -0.122093
H 1.936890 -3.433227 0.192543
H -0.369834 -2.560548 0.109921
H -0.879154 -3.733396 1.326764
H 0.690056 -0.398759 2.694741
H 1.585091 -1.288810 0.113576
H 2.860406 0.904132 0.294016
H 1.987476 1.201274 1.802899
H 3.475912 -1.413946 1.403979
H 2.935320 -0.675032 2.897089
H 5.513782 -0.491200 1.962660
H 4.843795 1.033379 1.386711
H 1.148720 0.942288 -1.064273
H -0.032531 -0.328076 -1.241937
H -1.640914 1.108242 -0.576379
H -1.834839 1.638329 1.657428
H -0.217978 1.482651 1.951218
H -1.708187 -0.789014 0.865964
H -1.635596 -1.458083 3.468638
H -1.593452 0.273664 3.701168
H -3.689315 0.381442 2.099325
H -3.924909 -0.223926 3.741395
H -4.417906 -2.344802 2.974950
H -3.189448 -2.296830 1.697950
H -4.952866 -2.000665 0.485204
C -5.067807 -2.671536 -4.955686
C -6.273460 -2.548068 -4.053741
O -6.843198 -3.834351 -3.745571
C -6.218848 -4.542580 -2.812399
O -5.252909 -4.192886 -2.175912
O -6.843181 -5.709091 -2.688726
C -6.267810 -6.607963 -1.735020
H -5.333705 -3.230009 -5.853015
H -4.730216 -1.680108 -5.258990
H -4.245116 -3.182217 -4.456081
H -7.077156 -2.014760 -4.557060
H -6.040623 -2.025568 -3.125916
H -6.170452 -6.127429 -0.763873
H -5.291368 -6.947215 -2.076635
H -6.954214 -7.445987 -1.673346
C 7.440306 -4.905441 -2.485196
C 7.056576 -4.992336 -1.025931
O 5.624377 -4.944372 -0.843189
C 4.986318 -6.085620 -1.095929
O 5.485594 -7.128479 -1.421209
O 3.676717 -5.877051 -0.914940
C 2.857912 -7.016790 -1.200066
H 7.010472 -4.012839 -2.941023
H 8.525154 -4.852710 -2.576952
H 7.091848 -5.779574 -3.032588
H 7.425711 -4.132313 -0.470912
H 7.444035 -5.897870 -0.561532
H 3.200392 -7.894030 -0.656112
H 2.855085 -7.228128 -2.267916
H 1.856336 -6.749380 -0.874462
C 5.359964 5.417177 2.632871
C 4.693716 5.378807 3.988303
O 3.347123 5.903886 3.936946
C 2.425167 5.101102 3.446350
O 2.575819 3.970700 3.047832
O 1.245761 5.744978 3.464260
C 0.185898 4.955835 2.940222
H 5.337886 6.428997 2.228121
H 6.400159 5.106274 2.729153
H 4.863644 4.747541 1.931545
H 5.200880 6.033755 4.692947
H 4.665554 4.370727 4.400783
H 0.142793 3.999865 3.465565
H 0.351777 4.766580 1.880977
H -0.734863 5.510208 3.095735
C 5.193282 12.107800 6.073751
C 5.211253 11.314601 7.360689
O 3.956079 10.645973 7.594522
C 3.763399 9.530515 6.899652
O 4.544987 9.018284 6.137392
O 2.556248 9.050764 7.204617
C 2.208305 7.859934 6.494813
H 4.358729 12.809323 6.071266
H 6.120778 12.672480 5.976696
H 5.098773 11.449339 5.211626
H 5.329530 11.968716 8.221737
H 6.015041 10.579453 7.369038
H 2.985231 7.106356 6.605266
H 2.064727 8.073363 5.437025
H 1.279485 7.507709 6.933906
C -6.947271 -0.310162 -11.080568
C -5.869816 -1.252651 -10.594564
O -6.136796 -1.730071 -9.259995
C -7.045092 -2.701335 -9.178421
O -7.617084 -3.222424 -10.098577
O -7.208461 -3.009143 -7.889296
C -8.198332 -4.015922 -7.638527
H -7.076614 0.514995 -10.379511
H -6.666970 0.100101 -12.050898
H -7.898302 -0.828921 -11.188642
H -4.912314 -0.742741 -10.509617
H -5.752109 -2.105381 -11.261845
H -8.003251 -4.903463 -8.235893
H -9.191685 -3.633618 -7.866541
H -8.119245 -4.247471 -6.579899

Forces on atoms 1 to 6 (eV/Å):
C -0.159 -0.032 0.059
C 0.348 0.036 0.198
C -0.105 -0.086 -0.141
O 0.002 0.070 -0.035
C 0.012 -0.058 -0.079
C 0.132 0.328 0.031

As for the spin multiplicity: 1. The net charge is +1. The calculation puts the HOMO-LUMO gap at 9.35 eV. The calculation puts the energy above the lowest of the compared OMol25 structures with the same formula, charge and spin at 0.041 eV.


| no. | maximum force (Eh/bohr) | DFT total energy (eV) |
| --- | --- | --- |
| 1 | 0.0818 | -826363.763 |
| 2 | 0.0078 | -155218.441 |